Molecular formula: C17H53F4N13O12P2V2
Method: DFT, ωB97M-V/def2-TZVPD

The geometry in XYZ format:
```
103
C17H53F4N13O12P2V2 (ωB97M-V/def2-TZVPD)
V -3.29737 9.84147 -26.52371
V 0.44677 5.37569 -26.12017
O 0.64419 7.47901 -26.49453
P 0.32035 8.94098 -26.50651
O -1.07423 9.49557 -26.57946
F 1.21457 9.61954 -27.68344
F 1.06692 9.34793 -25.16367
O -1.55802 5.88702 -25.79946
P -2.94648 6.43625 -25.77986
O -3.36337 7.76670 -26.18518
F -3.36859 6.22220 -24.22279
F -3.95002 5.35246 -26.45700
C -6.20632 4.62325 -23.47624
O -6.71801 3.68101 -22.81117
N -5.86845 5.79234 -23.10658
N -5.50203 4.37604 -24.61754
H -6.29175 6.17174 -22.27172
H -5.02695 6.17358 -23.51478
H -4.83837 4.89072 -25.17857
H -5.53981 3.42343 -24.95100
C -2.41570 10.02188 -23.37444
O -2.76294 9.97547 -24.51190
N -3.15528 9.60231 -22.42804
N -1.25161 10.29938 -22.91934
H -2.79567 9.39028 -21.50836
H -4.05181 9.22241 -22.69641
H -1.31223 10.74913 -22.01704
H -0.43956 10.37835 -23.51468
C -3.44774 6.23803 -20.30609
O -4.45753 6.90488 -20.36541
N -2.73914 5.89423 -21.33138
N -2.81448 5.88564 -19.19580
H -2.03322 5.17623 -21.25236
H -2.99333 6.38225 -22.17833
H -1.96956 5.34817 -19.32740
H -3.21389 6.11114 -18.29596
C 1.07309 6.32454 -22.89869
O 0.72557 5.92660 -24.01222
N 0.47437 7.30862 -22.30334
N 2.15886 5.88569 -22.27249
H -0.34582 7.71687 -22.72845
H 0.79016 7.77440 -21.46463
H 2.43942 6.25949 -21.37713
H 2.62540 5.11325 -22.72613
C -3.47730 9.56121 -29.79542
O -3.31309 9.52681 -28.57905
N -4.68741 9.93176 -30.24778
N -2.60753 9.30831 -30.77656
H -5.37872 10.21546 -29.56829
H -4.66902 10.31449 -31.18226
H -3.00428 9.35401 -31.70425
H -1.64143 9.36409 -30.48737
C -1.36809 2.32198 -25.76466
C -0.31875 2.68688 -24.72276
C 0.06878 1.47992 -23.82265
O 0.98147 1.68427 -22.84733
C 0.44152 2.33636 -21.64596
N 0.87232 3.39795 -25.19158
H -1.06154 1.53765 -26.45672
H -1.75722 3.08637 -26.43726
H -2.34218 2.10006 -25.32877
H -0.80539 3.40778 -24.06580
H 0.45270 0.60363 -24.34499
H -0.93592 1.14150 -23.56937
H -0.47185 1.84826 -21.30592
H 0.26484 3.40994 -21.71163
H 1.16580 2.20153 -20.84263
H 1.22192 2.90121 -25.99851
H 1.60318 3.18807 -24.52683
C -6.95069 8.09736 -25.94901
C -6.18416 9.15059 -26.85518
C -7.25516 10.03355 -27.70200
O -6.34900 10.90871 -28.30329
C -6.93814 11.83277 -29.20507
N -5.40263 9.91336 -25.93059
H -6.28120 7.51498 -25.31599
H -7.54272 7.32631 -26.44203
H -7.73357 8.52144 -25.32025
H -5.53078 8.62453 -27.55122
H -7.88429 10.66558 -27.07525
H -7.88943 9.48708 -28.39998
H -6.06729 12.26193 -29.70060
H -7.64628 12.45210 -28.65455
H -7.68221 11.36409 -29.84913
H -5.78642 10.84569 -25.87079
H -5.63313 9.58854 -25.00243
C -3.34266 5.15825 -30.34899
C -4.67111 5.65137 -29.80188
C -5.74954 6.04885 -30.84445
O -6.95285 6.33613 -30.11746
C -8.00477 6.66531 -30.99656
N -5.06586 4.70731 -28.78177
H -2.60722 5.81782 -30.80964
H -3.37571 4.38934 -31.12086
H -2.81054 4.68908 -29.52145
H -4.48580 6.56619 -29.23895
H -5.83984 5.33739 -31.66527
H -5.31893 6.92909 -31.32180
H -7.93331 7.62161 -31.51469
H -8.96859 6.59959 -30.49175
H -7.98130 5.93292 -31.80351
H -4.51161 4.80108 -27.94266
H -6.02793 4.94761 -28.58996
```

The net charge is +2. For the HOMO energy (spin up / spin down), the calculation gives -12.6 / -12.6 eV. The multiplicity is 7. Its energy above the lowest of the compared OMol25 structures with the same formula, charge and spin is 0.0 kcal per mole. For the total energy, the calculation gives -143252.2166 eV.

Atom charges from the Löwdin analysis, given in e for atoms 1 to 99: V 0.99; V 1.12; O -0.36; P 0.36; O -0.32; F -0.12; F -0.11; O -0.32; P 0.41; O -0.26; F -0.14; F -0.14; C -0.69; O 0.01; N 0.16; N 0.13; H 0.12; H 0.06; H 0.02; H 0.11; C -0.77; O -0.01; N 0.22; N 0.21; H 0.13; H 0.13; H 0.14; H 0.12; C -0.78; O 0.04; N 0.16; N 0.17; H 0.11; H 0.07; H 0.10; H 0.13; C -0.68; O -0.06; N 0.21; N 0.21; H 0.10; H 0.13; H 0.13; H 0.13; C -0.63; O -0.06; N 0.20; N 0.21; H 0.05; H 0.12; H 0.13; H 0.13; C -0.04; C -0.39; C -0.25; O -0.14; C -0.04; N -0.02; H 0.10; H 0.06; H 0.10; H 0.13; H 0.15; H 0.13; H 0.10; H 0.06; H 0.09; H 0.10; H 0.10; C -0.03; C -0.34; C -0.13; O -0.28; C -0.06; N -0.01; H 0.05; H 0.09; H 0.09; H 0.11; H 0.13; H 0.14; H 0.10; H 0.10; H 0.10; H 0.11; H 0.09; C -0.06; C -0.44; C -0.17; O -0.19; C -0.11; N 0.05; H 0.06; H 0.08; H 0.06; H 0.11; H 0.13; H 0.11; H 0.08

Molecular formula: C18H18CaNO8S
Method: DFT, ωB97M-V/def2-TZVPD

The geometry in XYZ format:
```
47
C18H18CaNO8S (ωB97M-V/def2-TZVPD)
Ca 0.05278 -0.61971 1.05978
O -0.24240 3.08674 1.13869
C 0.34200 2.10894 0.69041
O -0.18586 1.15600 -0.00357
C 1.87876 1.97194 0.88661
C 2.47431 0.92990 -0.08542
C 4.00508 0.97030 -0.06799
C 4.32639 0.26622 1.28189
C 2.92330 0.00743 1.82466
O 2.20643 -0.31843 0.60557
C 2.28378 1.35103 2.28688
C 1.11794 1.10808 3.29327
O 1.20189 1.63568 4.39261
O 0.20418 0.30126 2.88052
H 2.30731 2.96331 0.75176
H 2.01610 0.92214 -1.06623
H 4.38106 1.99335 -0.11838
H 4.40915 0.41326 -0.91220
H 4.91527 0.88231 1.96044
H 4.85303 -0.67370 1.12061
H 2.83346 -0.80362 2.54015
H 3.01265 1.96631 2.80641
C -3.37613 1.29932 0.43145
S -2.50167 -0.02528 -0.36748
C -3.92062 -0.86398 -1.05930
O -2.10354 -0.93361 0.79280
H -3.99017 0.84941 1.21330
H -3.98052 1.83221 -0.30395
H -2.61585 1.96153 0.85405
H -4.48532 -0.17124 -1.68501
H -4.52949 -1.25743 -0.24322
H -3.52425 -1.67620 -1.66947
O 0.77766 -2.65526 1.74877
C 0.39854 -3.13574 0.66292
N 0.08359 -2.40013 -0.43376
C -0.43254 -3.23444 -1.40013
O -0.92190 -2.91145 -2.46346
C -0.32890 -4.66632 -0.90380
C -0.63972 -5.86856 -1.49446
C -0.40568 -7.03076 -0.75702
C 0.11494 -6.96768 0.53314
C 0.41541 -5.73717 1.12236
C 0.18491 -4.60420 0.37361
H -1.04847 -5.90701 -2.49714
H -0.63421 -7.99597 -1.19226
H 0.28748 -7.88437 1.08463
H 0.81293 -5.66864 2.12755
```

The net charge is -1. For the HOMO energy, the calculation gives -5.6 eV. Its energy above the lowest of the compared OMol25 structures with the same formula, charge and spin is 12.2 kcal per mole. For the total energy, the calculation gives -66108.9255 eV.

In elementary charge units, the Löwdin charges are: Ca 1.41; O 0.04; C -0.63; O -0.28; C -0.09; C -0.25; C -0.10; C -0.10; C -0.24; O -0.20; C -0.09; C -0.62; O 0.03; O -0.20; H 0.15; H 0.16; H 0.11; H 0.11; H 0.11; H 0.11; H 0.16; H 0.14; C -0.23; S 0.88; C -0.25; O -0.63; H 0.07; H 0.06; H 0.05; H 0.05; H 0.06; H 0.04; O -0.05; C -0.45; N 0.04; C -0.44; O 0.06; C -0.09; C -0.02; C -0.09; C -0.09; C -0.01; C -0.09; H 0.11; H 0.09; H 0.09; H 0.12